1.
{"formula": "C28H56O56S14", "method": "ωB97M-V/def2-TZVPD", "species": ["C", "C", "O", "S", "O", "O", "O", "H", "H", "H", "H", "C", "C", "O", "S", "O", "O", "O", "H", "H", "H", "H", "C", "C", "O", "S", "O", "O", "O", "H", "H", "H", "H", "C", "C", "O", "S", "O", "O", "O", "H", "H", "H", "H", "C", "C", "O", "S", "O", "O", "O", "H", "H", "H", "H", "C", "C", "O", "S", "O", "O", "O", "H", "H", "H", "H", "C", "C", "O", "S", "O", "O", "O", "H", "H", "H", "H", "C", "C", "O", "S", "O", "O", "O", "H", "H", "H", "H", "C", "C", "O", "S", "O", "O", "O", "H", "H", "H", "H", "C", "C", "O", "S", "O", "O", "O", "H", "H", "H", "H", "C", "C", "O", "S", "O", "O", "O", "H", "H", "H", "H", "C", "C", "O", "S", "O", "O", "O", "H", "H", "H", "H", "C", "C", "O", "S", "O", "O", "O", "H", "H", "H", "H", "C", "C", "O", "S", "O", "O", "O", "H", "H", "H", "H"], "xyz": [[-1.343, -7.699, -1.506], [-1.960, -7.548, -0.142], [-1.084, -6.654, 0.613], [0.419, -6.653, -0.039], [1.344, -7.316, 0.859], [0.662, -5.306, -0.500], [0.079, -7.609, -1.287], [-1.667, -6.917, -2.162], [-1.455, -8.706, -1.944], [-2.052, -8.439, 0.525], [-2.948, -7.078, -0.271], [-5.323, -2.999, -0.242], [-4.383, -2.105, 0.490], [-3.150, -2.887, 0.373], [-3.099, -3.449, -1.050], [-2.828, -4.853, -1.078], [-2.374, -2.532, -1.862], [-4.605, -3.395, -1.398], [-6.272, -2.510, -0.540], [-5.671, -3.923, 0.389], [-4.501, -2.173, 1.595], [-4.342, -1.070, 0.209], [0.893, 2.252, -5.876], [1.476, 2.856, -4.544], [0.253, 3.409, -3.903], [-0.744, 3.900, -4.972], [-0.357, 5.155, -5.473], [-2.092, 3.776, -4.572], [-0.373, 2.824, -6.062], [0.780, 1.122, -5.823], [1.617, 2.495, -6.633], [1.999, 3.732, -4.778], [2.086, 2.199, -3.903], [-5.108, 2.832, 1.800], [-3.722, 3.364, 2.092], [-3.182, 2.470, 3.067], [-3.641, 1.015, 2.722], [-3.989, 0.266, 3.896], [-2.731, 0.452, 1.771], [-5.025, 1.393, 2.018], [-5.470, 3.060, 0.802], [-5.842, 3.182, 2.553], [-3.731, 4.356, 2.545], [-3.083, 3.226, 1.154], [1.375, -0.070, 3.807], [2.356, -1.204, 3.660], [1.599, -2.366, 3.771], [0.059, -2.130, 4.201], [-0.111, -2.819, 5.440], [-0.792, -2.257, 3.037], [0.245, -0.571, 4.519], [0.987, 0.290, 2.850], [1.690, 0.792, 4.407], [3.136, -1.228, 4.425], [2.974, -1.095, 2.699], [-2.137, 6.868, -0.026], [-2.947, 6.667, 1.205], [-4.344, 6.419, 0.814], [-4.446, 5.957, -0.670], [-5.090, 7.025, -1.391], [-4.859, 4.585, -0.635], [-2.850, 6.002, -1.012], [-1.097, 6.584, 0.177], [-2.123, 7.871, -0.411], [-2.928, 7.566, 1.818], [-2.597, 5.784, 1.684], [6.158, -3.025, -0.457], [5.316, -3.885, 0.565], [4.714, -2.927, 1.462], [5.918, -1.942, 1.832], [6.848, -2.530, 2.749], [5.254, -0.683, 2.061], [6.539, -1.963, 0.397], [5.506, -2.523, -1.208], [7.099, -3.471, -0.826], [5.942, -4.522, 1.216], [4.551, -4.409, 0.036], [-4.300, 1.950, -4.080], [-3.220, 0.899, -4.237], [-3.243, 0.109, -3.045], [-4.081, 0.863, -1.894], [-3.244, 0.994, -0.771], [-5.431, 0.354, -1.786], [-4.194, 2.232, -2.684], [-5.315, 1.489, -4.157], [-4.185, 2.932, -4.578], [-2.278, 1.386, -4.294], [-3.327, 0.255, -5.127], [1.034, 4.046, -0.989], [-0.242, 3.250, -0.528], [0.097, 2.919, 0.853], [0.914, 4.158, 1.547], [1.823, 3.633, 2.482], [-0.049, 5.222, 1.829], [1.630, 4.571, 0.181], [0.883, 4.906, -1.696], [1.810, 3.366, -1.415], [-0.397, 2.341, -1.097], [-1.152, 3.840, -0.532], [5.505, 3.823, 4.524], [4.428, 2.809, 3.983], [5.108, 2.136, 2.976], [6.595, 1.906, 3.431], [7.394, 1.723, 2.237], [6.735, 1.047, 4.609], [6.738, 3.372, 4.006], [5.519, 3.669, 5.586], [5.269, 4.838, 4.337], [3.590, 3.264, 3.445], [4.037, 2.047, 4.639], [-4.456, -3.338, 4.103], [-3.477, -4.286, 3.463], [-4.023, -5.645, 3.675], [-5.642, -5.593, 3.574], [-6.131, -6.432, 4.645], [-6.031, -5.832, 2.242], [-5.739, -4.057, 3.899], [-4.585, -2.363, 3.736], [-4.212, -3.309, 5.179], [-2.489, -4.316, 3.964], [-3.280, -4.196, 2.387], [1.721, -2.612, -3.765], [0.403, -3.365, -3.819], [-0.534, -2.601, -4.552], [0.079, -1.139, -4.711], [-0.061, -0.464, -3.457], [-0.380, -0.601, -5.928], [1.614, -1.641, -4.839], [2.533, -3.301, -3.966], [1.839, -2.074, -2.829], [0.004, -3.601, -2.824], [0.547, -4.290, -4.445], [5.819, 2.890, -0.135], [6.351, 1.538, -0.582], [5.656, 1.143, -1.805], [4.694, 2.237, -2.269], [3.335, 2.041, -1.744], [4.786, 2.527, -3.663], [5.374, 3.454, -1.486], [6.635, 3.511, 0.281], [5.025, 2.911, 0.542], [6.201, 0.767, 0.192], [7.359, 1.730, -0.958], [0.426, -1.928, -0.154], [-0.054, -0.595, -0.625], [1.230, 0.150, -0.875], [2.454, -0.408, -0.114], [2.810, 0.343, 1.034], [3.327, -0.841, -1.144], [1.720, -1.641, 0.549], [0.670, -2.573, -0.972], [-0.165, -2.306, 0.734], [-0.621, -0.051, 0.173], [-0.588, -0.496, -1.568]], "mulliken_charge": [-0.23, -0.20, -0.16, 0.79, -0.61, -0.22, -0.38, 0.21, 0.32, 0.32, 0.18, -0.10, 2.00, -0.26, 0.46, -0.46, -0.01, -0.26, 0.32, 0.09, -0.81, -0.98, 0.12, -0.08, -0.18, 1.20, -0.62, -0.41, -0.33, -0.17, 0.42, 0.45, -0.26, -0.46, 0.50, -0.44, 0.92, -0.77, -0.02, -0.33, 0.30, 0.37, 0.40, -0.54, 0.38, 1.07, -0.41, 0.90, -0.69, 0.06, -0.56, -0.19, 0.21, 0.33, -1.03, -0.16, -0.01, -0.32, 1.04, -0.61, -0.38, -0.30, 0.12, 0.36, 0.33, -0.06, -0.05, -0.66, -0.10, 1.02, -0.65, -0.10, -0.35, 0.07, 0.31, 0.36, 0.36, -0.77, 0.58, -0.16, 0.73, 0.03, -0.79, -0.17, 0.32, 0.30, -0.48, 0.37, 0.78, 0.83, -0.01, 0.95, -0.39, -0.66, -0.35, 0.29, -0.73, -0.40, -0.35, -0.35, 0.37, -0.09, 1.36, -0.63, -0.66, -0.38, 0.30, 0.40, -0.18, 0.07, -0.05, 0.66, -0.44, 1.11, -0.59, -0.52, -0.36, 0.09, 0.32, 0.05, -0.25, 0.36, -0.09, -0.42, 0.69, -0.28, -0.63, -0.50, 0.49, -0.59, -0.03, 0.33, -0.28, 0.20, -0.26, 0.72, -0.32, -0.71, -0.52, 0.41, 0.21, -0.22, 0.40, 0.90, 2.71, 0.87, 0.63, -0.56, -0.63, -0.55, -0.67, -0.32, -0.82, -1.06], "mol_weight_g_mol": 1737.6, "lumo_energy_ev": 0.0437, "total_energy_ev": -296283.3212, "charge": 0, "homo_lumo_gap_ev": 10.75}

***

2.
{"formula": "C28H56O7", "method": "ωB97M-V/def2-TZVPD", "species": ["C", "C", "C", "O", "C", "H", "H", "H", "H", "H", "H", "H", "H", "C", "C", "C", "O", "C", "H", "H", "H", "H", "H", "H", "H", "H", "C", "C", "C", "O", "C", "H", "H", "H", "H", "H", "H", "H", "H", "C", "C", "C", "O", "C", "H", "H", "H", "H", "H", "H", "H", "H", "C", "C", "C", "O", "C", "H", "H", "H", "H", "H", "H", "H", "H", "C", "C", "C", "O", "C", "H", "H", "H", "H", "H", "H", "H", "H", "C", "C", "C", "O", "C", "H", "H", "H", "H", "H", "H", "H", "H"], "xyz": [[0.766, 2.041, -0.290], [1.066, 0.807, 0.548], [0.176, 1.007, 1.799], [-0.706, 2.097, 1.524], [-0.671, 2.334, 0.123], [0.847, 1.884, -1.369], [1.417, 2.880, -0.035], [2.093, 0.611, 0.863], [0.768, -0.113, 0.032], [0.785, 1.260, 2.665], [-0.373, 0.092, 2.033], [-0.945, 3.372, -0.071], [-1.391, 1.674, -0.374], [4.865, 0.324, 2.687], [4.992, 1.542, 1.744], [4.140, 2.628, 2.406], [3.244, 1.922, 3.261], [3.988, 0.866, 3.817], [5.827, -0.020, 3.055], [4.335, -0.470, 2.161], [4.696, 1.313, 0.723], [6.026, 1.894, 1.676], [3.494, 3.154, 1.701], [4.731, 3.354, 2.970], [3.320, 0.136, 4.270], [4.659, 1.209, 4.624], [1.681, -3.488, 3.500], [0.916, -3.316, 4.797], [0.102, -2.055, 4.541], [1.009, -1.227, 3.841], [1.922, -2.033, 3.078], [1.060, -3.987, 2.754], [2.628, -4.007, 3.626], [1.609, -3.089, 5.613], [0.347, -4.188, 5.123], [-0.155, -1.623, 5.507], [-0.787, -2.236, 3.927], [2.917, -1.692, 3.363], [1.745, -1.861, 2.013], [-1.725, 5.033, -2.829], [-2.348, 5.077, -4.218], [-1.391, 4.172, -4.977], [-0.090, 4.500, -4.492], [-0.216, 4.996, -3.167], [-2.027, 4.116, -2.319], [-1.932, 5.872, -2.166], [-2.354, 6.085, -4.637], [-3.364, 4.681, -4.261], [-1.418, 4.275, -6.061], [-1.598, 3.113, -4.760], [0.185, 6.013, -3.159], [0.320, 4.376, -2.444], [2.515, -0.643, -3.220], [1.496, -1.715, -2.843], [2.354, -2.774, -2.120], [3.706, -2.361, -2.219], [3.687, -0.941, -2.289], [2.127, 0.371, -3.122], [2.884, -0.772, -4.238], [0.975, -2.170, -3.687], [0.701, -1.273, -2.240], [2.224, -3.771, -2.539], [2.072, -2.859, -1.059], [4.622, -0.591, -2.725], [3.579, -0.535, -1.274], [-5.358, 0.882, -2.931], [-5.234, -0.197, -1.852], [-3.786, -0.084, -1.325], [-3.095, 0.733, -2.268], [-4.030, 1.639, -2.813], [-6.213, 1.536, -2.785], [-5.400, 0.430, -3.922], [-5.474, -1.199, -2.211], [-5.909, -0.072, -1.001], [-3.245, -1.024, -1.252], [-3.785, 0.444, -0.364], [-3.590, 2.041, -3.726], [-4.141, 2.510, -2.142], [-3.286, -4.815, 1.507], [-2.089, -4.269, 2.282], [-1.275, -3.579, 1.196], [-2.226, -3.084, 0.274], [-3.496, -3.740, 0.453], [-4.153, -4.976, 2.150], [-3.089, -5.807, 1.089], [-1.549, -5.025, 2.851], [-2.445, -3.506, 2.979], [-0.574, -4.251, 0.684], [-0.695, -2.753, 1.618], [-3.804, -4.108, -0.522], [-4.182, -2.998, 0.870]], "mulliken_charge": [-0.40, 0.96, -0.14, -0.54, -0.11, 0.26, 0.07, -0.51, -0.16, 0.15, 0.09, 0.27, -0.08, -0.14, -0.45, -0.46, -0.37, -0.43, 0.57, -0.09, 0.03, 0.35, 0.23, 0.34, 0.26, 0.29, -0.55, -0.66, -0.18, -0.38, 0.33, 0.06, 0.40, 0.30, 0.40, 0.35, -0.05, 0.18, -0.26, 0.05, -0.56, -0.29, -0.43, -0.21, -0.28, 0.40, 0.29, 0.33, 0.33, 0.12, 0.30, 0.01, -0.53, -0.25, -0.25, -0.48, -0.03, 0.25, 0.31, 0.36, 0.01, 0.35, 0.03, 0.38, -0.14, -0.53, -0.61, -0.20, -0.33, -0.28, 0.29, 0.28, 0.24, 0.32, 0.13, 0.30, 0.14, 0.23, -0.89, -0.39, 0.43, -0.31, -0.41, 0.36, 0.30, 0.40, 0.28, 0.19, -0.59, 0.37, 0.27], "mol_weight_g_mol": 504.7, "smiles": "C1CCOC1.C1CCOC1.C1CCOC1.C1CCOC1.C1CCOC1.C1CCOC1.C1CCOC1", "lumo_energy_ev": 0.7478, "total_energy_ev": -44273.4738, "charge": 0, "homo_lumo_gap_ev": 9.76}

***

3.
{"formula": "C28H56O7", "method": "ωB97M-V/def2-TZVPD", "species": ["C", "C", "C", "O", "C", "H", "H", "H", "H", "H", "H", "H", "H", "C", "C", "C", "O", "C", "H", "H", "H", "H", "H", "H", "H", "H", "C", "C", "C", "O", "C", "H", "H", "H", "H", "H", "H", "H", "H", "C", "C", "C", "O", "C", "H", "H", "H", "H", "H", "H", "H", "H", "C", "C", "C", "O", "C", "H", "H", "H", "H", "H", "H", "H", "H", "C", "C", "C", "O", "C", "H", "H", "H", "H", "H", "H", "H", "H", "C", "C", "C", "O", "C", "H", "H", "H", "H", "H", "H", "H", "H"], "xyz": [[1.573, -2.640, 3.079], [1.221, -1.317, 3.750], [2.481, -0.628, 3.771], [3.513, -1.542, 3.365], [3.029, -2.910, 3.529], [1.430, -2.634, 1.999], [0.895, -3.429, 3.407], [0.681, -1.544, 4.669], [0.504, -0.655, 3.263], [2.668, -0.308, 4.796], [2.505, 0.244, 3.117], [3.171, -3.134, 4.586], [3.710, -3.411, 2.841], [-3.445, -4.278, 5.205], [-3.652, -4.275, 3.675], [-2.330, -3.575, 3.167], [-2.324, -2.441, 4.072], [-2.730, -2.913, 5.387], [-2.885, -5.102, 5.646], [-4.400, -4.333, 5.728], [-4.557, -3.760, 3.352], [-3.749, -5.319, 3.380], [-2.498, -3.265, 2.136], [-1.366, -4.065, 3.300], [-3.549, -2.320, 5.795], [-1.908, -3.016, 6.095], [-0.447, 5.290, -0.789], [-0.999, 6.521, -0.117], [-2.467, 6.208, 0.038], [-2.605, 4.756, -0.092], [-1.333, 4.192, -0.088], [0.626, 5.195, -0.624], [-0.612, 5.369, -1.863], [-0.916, 7.420, -0.728], [-0.455, 6.787, 0.789], [-3.004, 6.857, -0.654], [-2.663, 6.457, 1.081], [-1.333, 3.223, -0.586], [-0.943, 4.025, 0.916], [0.510, -1.780, -0.384], [-0.926, -1.275, -0.194], [-0.814, 0.141, -0.718], [0.502, 0.591, -0.380], [1.294, -0.493, -0.047], [0.785, -2.057, -1.402], [0.647, -2.739, 0.116], [-1.147, -1.218, 0.872], [-1.608, -1.872, -0.800], [-1.678, 0.637, -0.276], [-0.826, -0.047, -1.792], [1.503, -0.486, 1.023], [2.236, -0.576, -0.590], [5.829, -3.371, -1.874], [5.071, -3.197, -0.562], [6.004, -2.264, 0.301], [6.580, -1.419, -0.691], [6.882, -2.180, -1.809], [5.206, -3.317, -2.767], [6.299, -4.352, -1.941], [4.940, -4.067, 0.081], [4.145, -2.633, -0.678], [6.832, -2.666, 0.885], [5.470, -1.731, 1.087], [7.901, -2.442, -1.522], [6.880, -1.734, -2.803], [-4.697, 0.909, -3.015], [-5.187, 0.260, -1.746], [-5.848, -1.039, -2.241], [-5.116, -1.358, -3.388], [-4.700, -0.199, -4.079], [-3.725, 1.395, -2.930], [-5.479, 1.600, -3.327], [-5.933, 0.837, -1.200], [-4.292, 0.020, -1.172], [-6.887, -0.845, -2.509], [-5.934, -1.871, -1.542], [-5.345, 0.032, -4.927], [-3.716, -0.437, -4.482], [0.526, 3.060, -3.870], [1.485, 3.076, -2.733], [2.555, 3.983, -3.111], [1.887, 4.989, -3.886], [0.719, 4.470, -4.515], [-0.485, 2.710, -3.659], [0.905, 2.410, -4.659], [1.870, 2.070, -2.565], [0.807, 3.506, -1.996], [3.276, 3.382, -3.664], [3.209, 4.362, -2.325], [0.904, 4.382, -5.586], [-0.152, 5.115, -4.403]], "mulliken_charge": [0.85, -0.45, -0.45, -0.42, -0.40, -0.73, 0.17, 0.28, 0.17, 0.27, 0.34, 0.23, 0.22, -0.63, -0.59, -0.05, -0.36, -0.46, 0.26, 0.34, 0.30, 0.34, 0.19, 0.10, 0.29, 0.30, -0.12, -0.88, -0.47, -0.43, 0.14, 0.42, 0.02, 0.37, 0.30, 0.34, 0.28, -0.10, 0.19, -0.94, -0.59, -0.31, -0.44, 0.20, 0.40, 0.48, 0.08, 0.47, 0.38, 0.20, -0.39, 0.34, -0.65, 0.13, -0.46, -0.43, -0.44, 0.32, 0.26, 0.38, -0.26, 0.32, 0.21, 0.32, 0.28, -0.23, -0.14, -0.51, -0.42, -0.39, 0.06, 0.29, 0.37, -0.16, 0.28, 0.34, 0.25, 0.27, -0.60, 0.64, -0.59, -0.41, -0.54, 0.16, 0.43, 0.29, -0.71, 0.33, 0.34, 0.31, 0.29], "mol_weight_g_mol": 504.7, "smiles": "C1CCOC1.C1CCOC1.C1CCOC1.C1CCOC1.C1CCOC1.C1CCOC1.C1CCOC1", "lumo_energy_ev": 0.5518, "total_energy_ev": -44269.9154, "charge": 0, "homo_lumo_gap_ev": 9.90}